# C61H165CoN19O28

C61H165CoN19O28 as an isolated structure (ωB97M-V/def2-TZVPD, the Open Molecules 2025 dataset).

```
! wB97M-V def2-TZVPD RIJCOSX def2/J DEFGRID3
* xyz 0 4
Co 0.820 -2.982 2.415
O 0.117 -1.029 1.955
C 0.079 -0.908 0.469
C 0.283 -2.281 -0.367
O 0.618 -3.507 0.403
H 0.659 -0.066 0.092
H -0.882 -0.444 0.248
H 1.168 -2.059 -0.962
H -0.516 -2.452 -1.089
C 4.296 6.734 10.321
O 3.355 7.274 11.219
C 1.982 6.779 11.189
C 1.209 7.371 9.939
N 1.337 6.528 8.748
C 0.583 5.262 8.709
C 0.579 4.689 7.248
O 0.377 3.296 7.183
C 0.050 2.677 5.947
H 5.189 7.340 10.469
H 4.045 6.753 9.261
H 4.419 5.687 10.600
H 1.512 7.139 12.104
H 1.998 5.698 11.331
H 1.396 8.438 9.823
H 0.152 7.251 10.179
H 1.152 7.081 7.924
H -0.469 5.301 8.989
H 0.964 4.489 9.377
H 1.483 5.001 6.724
H -0.206 5.208 6.698
H 0.110 1.606 6.135
H 0.571 2.947 5.028
H -1.029 2.727 5.803
C -8.653 -3.542 0.546
O -7.431 -3.000 0.377
C -7.315 -1.622 0.285
C -6.092 -1.328 -0.605
N -6.030 0.115 -0.803
C -4.634 0.481 -1.068
C -4.469 2.009 -0.852
O -4.218 2.249 0.510
C -3.398 3.457 0.649
H -8.626 -4.418 1.195
H -9.100 -3.649 -0.443
H -9.380 -2.954 1.106
H -7.302 -1.155 1.270
H -8.210 -1.388 -0.292
H -6.240 -1.831 -1.561
H -5.243 -1.805 -0.115
H -6.583 0.276 -1.633
H -4.399 0.153 -2.081
H -3.935 -0.151 -0.520
H -5.442 2.484 -0.981
H -3.753 2.372 -1.589
H -2.474 3.241 0.115
H -3.198 3.650 1.703
H -3.876 4.203 0.015
C 0.634 3.290 1.443
O -0.295 3.893 2.270
C -0.088 5.317 2.553
C -0.694 5.763 3.767
N -2.132 5.549 3.775
C -2.889 5.856 4.998
C -4.340 5.570 4.652
O -4.520 4.305 5.275
C -5.748 3.760 5.134
H 0.637 3.746 0.453
H 0.449 2.223 1.317
H 1.625 3.372 1.889
H -0.578 5.728 1.671
H 0.948 5.629 2.423
H -0.517 6.810 4.016
H -0.074 5.370 4.573
H -2.272 4.595 3.473
H -2.689 6.885 5.297
H -2.466 5.298 5.833
H -4.660 5.497 3.613
H -4.951 6.373 5.065
H -5.783 2.707 5.416
H -6.087 3.609 4.109
H -6.499 4.345 5.663
C -3.210 -4.458 -4.337
O -2.622 -5.716 -4.241
C -1.389 -5.874 -4.942
C -0.788 -7.250 -4.478
N -1.282 -8.393 -5.235
C -0.569 -9.681 -4.923
C -1.656 -10.717 -4.971
O -2.455 -10.683 -3.685
C -3.377 -11.744 -3.673
H -4.141 -4.353 -3.781
H -3.461 -4.178 -5.360
H -2.481 -3.741 -3.959
H -0.690 -5.175 -4.482
H -1.438 -5.610 -5.999
H -1.210 -7.434 -3.490
H 0.291 -7.305 -4.338
H -2.217 -8.557 -4.892
H -0.278 -9.580 -3.877
H 0.291 -9.731 -5.591
H -1.231 -11.718 -5.051
H -2.437 -10.512 -5.703
H -3.989 -11.672 -4.572
H -4.066 -11.582 -2.844
H -3.036 -12.760 -3.470
C 0.389 1.608 -2.746
O -0.088 1.365 -4.025
C -0.674 2.462 -4.828
C -2.118 2.658 -4.289
N -2.958 1.457 -4.652
C -4.377 1.707 -4.858
C -5.104 0.454 -5.241
O -4.712 -0.104 -6.495
C -5.074 -1.469 -6.722
H 1.035 2.485 -2.792
H 0.824 0.656 -2.444
H -0.400 1.861 -2.038
H -0.813 2.288 -5.895
H 0.027 3.295 -4.766
H -2.630 3.575 -4.583
H -2.165 2.775 -3.207
H -2.640 0.858 -5.400
H -4.597 2.330 -5.725
H -4.862 2.191 -4.011
H -6.171 0.675 -5.261
H -5.227 -0.232 -4.403
H -4.791 -1.937 -7.665
H -6.139 -1.678 -6.620
H -4.464 -2.105 -6.081
C 1.262 -1.698 5.298
O 0.667 -2.661 4.456
C -0.560 -3.164 5.098
C -0.855 -4.548 4.439
N -1.026 -4.319 2.992
C -2.305 -3.648 2.658
C -3.412 -4.659 2.225
O -2.957 -5.495 1.211
C -2.977 -4.995 -0.109
H 2.044 -1.100 4.829
H 1.638 -2.199 6.190
H 0.559 -0.987 5.730
H -1.472 -2.584 4.960
H -0.425 -3.267 6.175
H -1.715 -5.112 4.800
H -0.062 -5.289 4.534
H -1.159 -5.300 2.790
H -2.176 -2.818 1.965
H -2.664 -3.220 3.595
H -4.316 -4.153 1.887
H -3.670 -5.129 3.174
H -2.532 -4.004 -0.204
H -3.978 -4.758 -0.468
H -2.642 -5.724 -0.847
C 3.652 1.393 4.009
O 5.004 1.812 3.849
C 5.930 0.974 3.153
C 5.908 1.187 1.643
N 4.765 0.513 0.908
C 4.527 1.184 -0.396
C 3.568 2.374 -0.107
O 4.442 3.347 0.277
C 3.871 4.378 1.152
H 3.337 1.779 4.978
H 3.551 0.323 3.828
H 2.965 1.887 3.321
H 5.818 -0.065 3.460
H 6.960 1.209 3.419
H 6.919 0.969 1.299
H 5.873 2.255 1.428
H 5.119 -0.426 0.789
H 3.989 0.595 -1.140
H 5.511 1.392 -0.815
H 2.900 1.977 0.657
H 3.033 2.495 -1.049
H 4.702 5.044 1.385
H 3.478 3.917 2.058
H 3.062 4.838 0.584
C 3.151 -4.995 -4.444
O 4.162 -4.128 -3.962
C 3.846 -2.797 -3.833
C 3.801 -2.125 -5.226
N 3.486 -0.670 -4.973
C 3.605 0.227 -6.146
C 3.639 1.658 -5.694
O 2.877 2.491 -6.556
C 3.082 3.886 -6.433
H 3.407 -6.052 -4.519
H 2.724 -4.692 -5.400
H 2.292 -5.124 -3.786
H 4.692 -2.432 -3.251
H 2.910 -2.696 -3.284
H 2.932 -2.532 -5.742
H 4.766 -2.449 -5.617
H 2.513 -0.838 -4.758
H 2.667 -0.036 -6.634
H 4.523 0.055 -6.708
H 4.623 2.125 -5.649
H 3.343 1.834 -4.660
H 2.817 4.304 -5.462
H 2.334 4.290 -7.115
H 4.125 4.197 -6.479
C -0.894 5.115 -1.719
O 0.313 5.613 -2.372
C 1.602 5.484 -1.842
C 2.618 6.416 -2.508
N 2.605 6.418 -3.994
C 3.174 7.716 -4.479
C 3.843 7.489 -5.863
O 2.882 7.229 -6.852
C 3.411 6.918 -8.127
H -1.135 5.712 -0.839
H -0.648 4.092 -1.437
H -1.707 5.160 -2.444
H 1.900 4.445 -1.982
H 1.558 5.745 -0.784
H 3.639 6.214 -2.186
H 2.400 7.420 -2.145
H 1.600 6.351 -4.070
H 4.013 7.996 -3.841
H 2.387 8.468 -4.512
H 4.551 6.669 -5.982
H 4.409 8.338 -6.245
H 4.304 7.484 -8.390
H 2.708 7.245 -8.893
H 3.784 5.919 -8.353
C 0.299 -1.865 -5.263
O 0.549 -2.824 -5.925
N -0.425 -0.872 -5.670
N 0.788 -1.585 -4.137
H -0.619 -0.902 -6.661
H -0.588 -0.116 -5.021
H 0.470 -0.732 -3.699
H 1.473 -2.214 -3.743
C 0.417 -7.120 -0.608
O 0.723 -8.178 -1.170
N 1.132 -5.992 -0.863
N -0.491 -6.921 0.353
H 1.769 -6.081 -1.641
H 1.082 -5.141 -0.322
H -0.891 -6.079 0.741
H -0.785 -7.837 0.660
C -3.522 -0.562 5.931
O -2.577 -0.415 6.675
N -4.666 -0.940 6.315
N -3.527 -0.451 4.637
H -4.860 -0.774 7.292
H -5.339 -0.827 5.570
H -4.211 -0.765 3.964
H -2.774 0.105 4.258
C 5.365 -3.446 0.604
O 5.529 -2.212 0.706
N 4.352 -4.032 0.055
N 6.229 -4.310 0.932
H 4.128 -5.008 0.182
H 3.620 -3.431 -0.298
H 5.908 -5.260 0.810
H 6.979 -4.095 1.573
C 2.665 -5.611 2.908
O 1.934 -4.647 3.081
N 2.511 -6.371 1.838
N 3.492 -6.146 3.797
H 3.207 -7.100 1.774
H 1.881 -6.255 1.058
H 3.910 -5.538 4.487
H 3.976 -6.972 3.475
O -1.561 0.892 3.279
H -1.158 0.035 3.140
H -1.133 1.464 2.642
O 2.816 -2.228 2.378
H 3.135 -1.466 1.894
H 3.475 -2.375 3.056
O 5.608 -0.093 -3.089
H 5.905 0.435 -3.829
H 4.772 -0.460 -3.376
*
```

The calculation puts the LUMO energy (spin up / spin down) at -0.2266 / -0.2280 eV. As for the expectation value of S²: 3.755. Its HOMO energy (spin up / spin down) is -7.6 / -7.4 eV.

---

# C3H8NS2

A 2-piece molecular cluster, C3H8NS2 overall (ωB97M-V/def2-TZVPD, the Open Molecules 2025 dataset).

```
! wB97M-V def2-TZVPD RIJCOSX def2/J DEFGRID3
* xyz 1 1
C 2.086 1.742 -0.203
C 0.944 -0.324 -0.522
C -1.356 -0.679 0.549
N -0.503 -0.149 -0.565
S 1.521 -1.459 0.562
S -3.116 -0.592 0.046
H 3.158 1.578 -0.243
H 1.760 2.462 -0.955
H -1.172 -0.102 1.453
H -1.092 -1.727 0.710
H -0.686 0.859 -0.692
H -0.818 -0.603 -1.437
H 2.813 -1.234 0.286
H -3.537 0.228 1.011
*
```

The calculation puts the LUMO energy (spin up / spin down) at -5.3176 / -5.1338 eV. Its energy above the lowest of the compared OMol25 structures with the same formula, charge and spin is 671.2 kJ/mol. Its HOMO energy (spin up / spin down) is -13.4 / -12.4 eV.

---

# C33H38BrF25I2NO4PS

A 3-piece molecular cluster, C33H38BrF25I2NO4PS overall (ωB97M-V/def2-TZVPD, the Open Molecules 2025 dataset).

```
! wB97M-V def2-TZVPD RIJCOSX def2/J DEFGRID3
* xyz 0 1
C 4.589 -1.328 4.118
C 3.244 -0.956 3.520
I 1.860 -2.387 4.409
C 2.692 0.473 3.763
I 3.873 1.634 5.166
C 2.468 1.291 2.473
C 3.692 1.769 1.698
C 4.676 0.736 1.107
C 6.073 0.804 1.723
Br 6.985 -0.913 1.498
O 1.912 2.596 2.955
C 0.814 2.949 2.282
O 0.539 4.073 2.035
C 0.076 1.681 1.885
C -0.906 1.843 0.724
C -2.108 0.896 0.754
C -2.733 0.716 -0.642
C -3.156 -0.711 -0.977
C -4.264 -1.340 -0.176
F -4.363 -2.654 -0.502
F -3.943 -1.309 1.135
C -5.682 -0.705 -0.258
F -6.376 -1.130 0.796
F -5.606 0.613 -0.178
S -6.729 -1.175 -1.778
F -6.885 -2.628 -1.204
F -8.030 -0.705 -1.014
F -6.584 0.278 -2.395
F -5.445 -1.612 -2.591
F -7.613 -1.590 -3.006
P -0.823 1.221 3.446
N -1.093 -0.314 3.656
C 1.321 0.871 1.502
C 1.115 -0.575 1.037
C 1.938 -0.939 -0.176
C 2.860 -2.000 -0.128
C 3.648 -2.319 -1.236
C 3.538 -1.594 -2.421
C 2.601 -0.552 -2.494
C 1.815 -0.238 -1.386
H 4.516 -1.356 5.197
H 5.375 -0.657 3.797
H 4.837 -2.337 3.805
H 3.227 -1.201 2.470
H 1.745 0.402 4.270
H 4.252 2.456 2.325
H 3.331 2.368 0.869
H 4.329 -0.286 1.141
H 4.794 0.963 0.051
H 6.710 1.505 1.204
H 6.036 1.040 2.779
H -1.222 2.881 0.681
H -0.367 1.637 -0.198
H -2.877 1.265 1.424
H -1.795 -0.078 1.115
H -3.516 1.447 -0.800
H -1.969 0.967 -1.376
H -2.293 -1.354 -0.812
H -3.360 -0.774 -2.039
H -1.988 2.002 3.357
H -0.089 1.824 4.482
H -0.664 -0.618 4.521
H 1.629 1.407 0.604
H 1.296 -1.300 1.819
H 0.070 -0.704 0.770
H 2.962 -2.576 0.781
H 4.350 -3.135 -1.161
H 4.150 -1.814 -3.279
H 2.480 0.030 -3.393
H 1.103 0.572 -1.458
F 1.796 4.357 -4.123
C 2.981 4.945 -4.384
F 3.868 3.976 -4.709
C 3.509 5.698 -3.161
F 3.768 4.827 -2.162
F 4.699 6.231 -3.561
C 2.678 6.877 -2.629
O 1.848 6.632 -1.513
C 0.559 6.195 -1.651
F 0.151 6.201 -2.934
F -0.235 7.052 -0.975
C 0.375 4.823 -1.005
F 1.193 3.913 -1.588
F -0.903 4.412 -1.204
H 2.872 5.622 -5.236
H 3.417 7.583 -2.255
H 2.143 7.386 -3.431
H 0.590 4.853 0.063
F -2.049 -4.276 -1.402
C -1.942 -4.263 -0.057
F -0.626 -4.302 0.262
C -2.643 -5.468 0.571
F -2.032 -6.608 0.185
F -2.451 -5.331 1.914
C -4.161 -5.587 0.375
O -4.622 -6.457 -0.641
C -4.807 -6.033 -1.926
F -4.660 -4.703 -2.055
F -6.080 -6.332 -2.271
C -3.905 -6.796 -2.900
F -2.608 -6.613 -2.583
F -4.112 -6.319 -4.148
H -2.364 -3.332 0.330
H -4.520 -6.045 1.295
H -4.635 -4.607 0.314
H -4.138 -7.862 -2.871
*
```

The calculation puts the LUMO energy at 0.0183 eV. Its energy above the lowest of the compared OMol25 structures with the same formula, charge and spin is 0.0 kJ/mol. Its HOMO energy is -9.0 eV. As for the SMILES: C[C@@H](I)[C@@H](I)[C@]1(CCCBr)OC(=O)[C@](CCCCC(F)(F)C(F)(F)S(F)(F)(F)(F)F)([PH2]=N)[C@@H]1Cc1ccccc1.FC(F)C(F)(F)COC(F)(F)C(F)F.FC(F)C(F)(F)COC(F)(F)C(F)F.

---

# C20H29FN2O6P2Ru

C20H29FN2O6P2Ru as an isolated structure (ωB97M-V/def2-TZVPD, the Open Molecules 2025 dataset).

```
! wB97M-V def2-TZVPD RIJCOSX def2/J DEFGRID3
* xyz 2 5
Ru 0.747 0.154 -1.027
C -3.638 -1.851 -0.257
C -2.583 -0.747 -0.193
C -3.178 0.603 -0.606
C -1.943 -0.660 1.181
C -2.716 -0.281 2.275
C -2.149 -0.124 3.526
C -0.788 -0.327 3.711
C 0.035 -0.704 2.658
C 1.514 -0.931 2.916
C 1.928 -2.398 2.785
C 2.422 -0.017 2.093
C -0.584 -0.892 1.417
N 0.212 -1.311 0.291
C 0.140 -2.551 -0.181
C -0.465 -3.653 0.495
C -0.446 -4.891 -0.090
C 0.155 -5.093 -1.344
C 0.763 -4.034 -2.048
C 0.734 -2.825 -1.445
F 1.301 -1.715 -2.060
H -4.063 -1.915 -1.257
H -4.452 -1.640 0.437
H -3.227 -2.828 0.005
H -1.811 -0.996 -0.938
H -4.019 0.869 0.034
H -3.546 0.555 -1.631
H -2.438 1.403 -0.533
H -3.774 -0.098 2.141
H -2.766 0.166 4.365
H -0.354 -0.191 4.693
H 1.665 -0.643 3.960
H 1.992 -2.708 1.740
H 1.231 -3.059 3.299
H 2.914 -2.552 3.224
H 2.411 -0.278 1.024
H 3.460 -0.133 2.408
H 2.145 1.032 2.209
H -0.912 -3.481 1.464
H -0.892 -5.733 0.421
H 0.159 -6.080 -1.785
H 1.224 -4.173 -3.016
N -0.220 4.463 -1.661
C 1.107 3.721 -1.810
C 2.197 4.749 -2.115
P 0.799 2.552 -3.235
O 2.061 2.682 -4.161
O -0.499 2.946 -3.803
O 0.919 1.093 -2.679
P 1.435 2.883 -0.215
O 2.676 1.919 -0.570
O 1.606 3.831 0.875
O 0.273 1.822 -0.139
H -0.776 4.244 -2.518
H -0.060 5.470 -1.585
H -0.759 4.171 -0.840
H 1.965 5.303 -3.026
H 3.149 4.250 -2.279
H 2.304 5.441 -1.278
H 1.876 2.968 -5.068
H 3.540 2.225 -0.254
*
```

The calculation puts the LUMO energy (spin up / spin down) at -7.3214 / -9.4549 eV. As for the expectation value of S²: 6.043. Its HOMO energy (spin up / spin down) is -14.5 / -14.5 eV.

---

One value per record, in order, for max |F|: 7.05 3.42 1.54 0.47 eV/Å.